1.
C14H18N2O5 | ωB97M-V/def2-TZVPD

For the energy above the lowest of the compared OMol25 structures with the same formula, charge and spin, the calculation gives 3.311 eV. Its charge is 0. The calculation puts the frontier orbital gap at 8.62 eV. Its SMILES is CCC[C@@H](CCC(=O)Nc1cccc([N+](=O)[O-])c1)C(=O)O. The LUMO energy comes out at -0.57 eV.

The geometry in XYZ format:
```
39
Properties=species:S:1:pos:R:3:forces:R:3:nbo_charge:R:1
C -6.130 -1.501 -0.833 0.2 -0.1 -0.1 -0.610
C -4.719 -2.023 -0.591 -0.1 0.0 0.2 -0.393
C -3.994 -1.315 0.556 0.0 0.0 -0.3 -0.390
C -3.717 0.166 0.270 0.0 -0.1 0.2 -0.332
C -2.811 0.328 -0.932 -0.4 0.3 -0.3 0.805
O -3.033 1.049 -1.864 0.0 0.1 -0.1 -0.580
O -1.710 -0.443 -0.878 0.3 -0.5 0.2 -0.711
H -1.169 -0.285 -1.668 -0.2 0.2 0.0 0.505
H -4.656 0.660 0.008 0.2 0.0 -0.1 0.237
C -3.153 0.915 1.491 0.1 0.0 -0.1 -0.381
C -1.771 0.453 1.949 -0.3 0.3 -0.1 -0.510
C -0.674 1.048 1.082 0.2 -0.5 0.4 0.710
O -0.785 2.106 0.511 -0.1 0.3 -0.2 -0.609
N 0.462 0.280 1.060 0.0 -0.3 0.3 -0.605
C 1.655 0.512 0.383 0.4 0.2 -0.3 0.157
C 2.668 -0.435 0.508 0.2 -0.1 -0.1 -0.249
C 3.872 -0.243 -0.151 -1.0 1.0 -0.2 0.098
C 4.097 0.877 -0.941 0.2 -0.2 0.1 -0.229
C 3.085 1.812 -1.062 0.0 -0.2 0.1 -0.190
C 1.875 1.640 -0.412 -0.2 0.1 0.0 -0.216
H 1.093 2.374 -0.511 0.0 0.0 0.0 0.263
H 3.237 2.689 -1.671 0.0 0.1 -0.1 0.225
H 5.046 0.995 -1.439 0.0 0.0 0.0 0.249
N 4.909 -1.234 -0.007 0.4 -0.4 0.1 0.516
O 5.956 -1.044 -0.586 0.2 0.0 -0.1 -0.370
O 4.669 -2.202 0.685 0.0 -0.3 0.2 -0.382
H 2.537 -1.321 1.112 0.0 0.0 0.0 0.241
H 0.436 -0.589 1.576 -0.1 0.2 -0.1 0.401
H -1.703 -0.634 1.964 0.1 0.0 0.1 0.214
H -1.597 0.818 2.966 0.0 -0.1 0.0 0.241
H -3.087 1.977 1.246 -0.1 0.0 0.1 0.242
H -3.865 0.795 2.310 0.0 0.0 0.0 0.214
H -3.052 -1.834 0.736 0.0 0.0 0.1 0.210
H -4.602 -1.386 1.461 0.0 0.0 0.1 0.203
H -4.772 -3.088 -0.352 0.1 0.0 -0.1 0.205
H -4.134 -1.921 -1.508 0.1 -0.1 0.0 0.199
H -6.709 -1.521 0.088 -0.1 0.0 0.1 0.199
H -6.636 -2.123 -1.568 -0.1 0.0 -0.1 0.215
H -6.113 -0.483 -1.213 -0.1 0.1 0.0 0.206
```
Forces are in eV/Å.

***

2.
C4H10N2 | ωB97M-V/def2-TZVPD

For the energy above the lowest of the compared OMol25 structures with the same formula, charge and spin, the calculation gives 3.057 eV. Its charge is 0. The calculation puts the frontier orbital gap at 9.20 eV. Its SMILES is C/C(N)=C\CN. The LUMO energy comes out at 1.04 eV.

The geometry in XYZ format:
```
16
Properties=species:S:1:pos:R:3:forces:R:3:nbo_charge:R:1
C -1.047 1.095 -0.673 2.5 -1.5 -1.6 -0.218
C -0.522 -1.379 1.084 -0.2 0.2 0.1 -0.684
C 0.462 -0.712 0.210 6.0 -4.3 0.1 0.200
N -0.925 2.485 -0.398 0.1 0.5 0.2 -0.832
N 1.992 -1.507 0.307 -2.7 0.9 1.0 -0.921
C 0.512 0.163 -0.715 -5.4 4.4 0.2 -0.259
H -0.677 2.671 0.566 0.1 0.0 -0.1 0.359
H -0.271 2.953 -1.014 0.0 0.0 0.2 0.357
H 2.757 -0.963 -0.079 -0.5 0.1 -0.2 0.352
H 1.963 -2.417 -0.143 -0.2 0.2 -0.1 0.349
H -1.372 0.951 -1.705 -0.2 0.2 0.0 0.183
H -1.827 0.673 -0.042 0.5 -0.4 0.2 0.191
H 1.268 0.626 -1.320 0.3 -0.4 -0.1 0.218
H -1.355 -1.779 0.505 0.0 0.0 0.0 0.228
H -0.031 -2.195 1.611 -0.1 0.1 0.0 0.247
H -0.927 -0.666 1.805 0.0 -0.1 0.1 0.230
```
Forces are in eV/Å.

***

3.
C16H18Cl2FN3O3S | ωB97M-V/def2-TZVPD

For the energy above the lowest of the compared OMol25 structures with the same formula, charge and spin, the calculation gives 0.000 eV. Its charge is 0. The calculation puts the frontier orbital gap at 9.61 eV. Its SMILES is Cc1nn(CC(C)C)c(Cl)c1C(=O)N(c1ccc(Cl)cc1F)S(C)(=O)=O. The LUMO energy comes out at 0.42 eV.

The geometry in XYZ format:
```
44
Properties=species:S:1:pos:R:3:forces:R:3:nbo_charge:R:1
C 2.486 1.985 1.354 0.0 0.0 0.0 -0.650
C 1.729 1.202 0.347 -0.6 -0.2 -0.1 0.198
N 2.260 0.794 -0.788 0.9 0.3 0.2 -0.270
N 1.323 0.119 -1.452 -0.8 -0.2 0.5 -0.182
C 0.179 0.063 -0.738 0.1 0.2 0.2 0.163
C 0.387 0.750 0.449 0.2 -0.1 -0.6 -0.309
C -0.513 1.038 1.575 0.0 0.4 -0.4 0.704
O -0.662 2.152 2.029 0.3 0.2 -0.1 -0.580
N -1.204 -0.014 2.118 -0.7 0.1 1.0 -0.712
C -1.159 -1.351 1.699 -0.2 -0.9 -0.1 0.126
C 0.018 -2.086 1.633 -0.3 0.1 0.1 -0.195
C -0.002 -3.412 1.238 0.0 -0.1 -0.1 -0.247
C -1.210 -4.020 0.932 0.0 0.5 0.1 -0.020
C -2.403 -3.316 1.010 0.0 0.1 0.1 -0.292
C -2.358 -1.990 1.389 0.3 -0.1 -0.1 0.417
F -3.498 -1.278 1.416 0.2 -0.2 -0.1 -0.319
H -3.348 -3.779 0.777 -0.1 0.0 0.0 0.246
Cl -1.237 -5.670 0.449 0.0 -0.3 -0.1 0.028
H 0.915 -3.975 1.179 0.1 -0.1 0.0 0.235
H 0.951 -1.609 1.890 0.1 0.0 0.0 0.235
S -1.951 0.272 3.660 -0.1 0.1 0.2 2.303
O -0.964 0.829 4.522 0.0 0.4 0.0 -0.906
O -2.515 -0.987 4.032 -0.3 -0.1 -0.2 -0.929
C -3.254 1.452 3.293 0.6 -0.4 0.0 -0.862
H -3.923 0.985 2.583 -0.1 -0.1 -0.1 0.252
H -3.763 1.661 4.226 0.0 -0.1 0.2 0.255
H -2.783 2.342 2.896 0.0 0.1 0.0 0.275
Cl -1.222 -0.704 -1.333 0.0 0.1 -0.1 0.062
C 1.576 -0.404 -2.767 0.2 0.0 -0.7 -0.214
H 0.827 -1.172 -2.969 0.1 0.0 0.1 0.221
H 2.570 -0.858 -2.753 -0.1 -0.1 0.1 0.224
C 1.530 0.682 -3.859 0.0 0.0 0.2 -0.215
C 0.210 1.447 -3.818 0.2 -0.2 -0.1 -0.615
H -0.635 0.767 -3.888 -0.2 0.0 0.0 0.210
H 0.124 2.016 -2.895 0.0 0.1 0.1 0.208
H 0.157 2.145 -4.650 0.0 0.1 -0.1 0.217
C 2.715 1.633 -3.725 -0.1 -0.1 -0.1 -0.614
H 2.659 2.413 -4.480 0.0 0.1 -0.1 0.208
H 3.652 1.097 -3.852 0.2 0.0 0.0 0.208
H 2.719 2.096 -2.742 0.1 0.1 0.0 0.227
H 1.602 0.159 -4.819 0.0 0.0 0.1 0.204
H 1.876 2.812 1.709 0.0 0.1 0.0 0.246
H 3.405 2.356 0.910 0.1 0.0 0.0 0.234
H 2.732 1.360 2.212 0.1 0.0 0.1 0.226
```
Forces are in eV/Å.